1.
Formula: C3H27NO10
Source: OMol25
Level of theory: the ωB97M-V functional and the def2-TZVPD basis

```
41
Properties=species:S:1:pos:R:3:forces:R:3
C 0.614913 2.160991 -0.337755 -1.194 -0.056 -0.826
C 0.617557 1.162282 0.746759 1.509 1.672 -1.637
C -0.496810 0.633866 1.292546 -2.993 -3.259 1.898
N -0.436152 -0.428113 2.211117 1.476 2.734 -0.775
H -0.379142 2.469290 -0.732295 0.417 -0.478 0.540
H 1.134667 3.067498 -0.072260 0.549 0.315 0.369
H 1.200895 1.764708 -1.204477 -0.743 0.617 1.039
H 1.591523 0.881716 1.131751 -0.121 -0.177 0.044
H -1.559025 0.858257 0.991721 1.241 0.242 0.145
H -1.057609 -0.365211 2.996487 -1.058 -0.398 0.034
H 0.520374 -0.613244 2.562175 0.120 -0.067 -0.333
H -1.608820 -1.514969 0.151492 -0.130 -0.257 -0.316
H -1.944611 -1.277111 -1.330624 0.094 -0.323 0.117
O -1.624700 -1.989092 -0.694027 -0.276 0.541 0.297
H -0.085112 -2.187277 -1.513791 -0.512 -0.196 0.516
H 1.457733 -2.202472 -1.212533 -0.063 -0.122 0.065
O 0.788756 -2.164064 -1.912145 0.647 0.318 -0.882
H -1.097780 0.335522 -2.394500 0.852 0.577 -0.347
H -2.465543 0.827650 -1.755810 0.202 -0.052 -0.226
O -2.015970 0.119094 -2.253286 -1.370 -0.296 0.620
H -3.161314 2.592258 0.335534 -0.244 0.145 -0.065
H -4.326591 2.306001 -0.620228 -1.250 0.373 -0.353
O -3.471926 2.005881 -0.376764 1.510 -0.726 0.192
H 3.019595 -2.989508 0.293613 -0.459 0.644 0.002
H 1.487542 -2.816164 0.661131 0.841 0.375 -0.357
O 2.318922 -2.301805 0.341741 -0.167 -1.224 0.401
H -0.533055 -3.438514 0.318605 0.819 -0.197 1.052
H -0.290060 -2.828135 1.733238 0.384 -1.057 -0.668
O 0.095233 -3.486863 1.100534 -1.394 1.089 -0.329
H 3.201882 -0.176132 2.472431 0.426 0.193 0.123
H 2.486564 -1.345169 1.757541 0.394 -0.126 -0.012
O 2.492230 -0.806988 2.574499 -0.839 0.015 0.040
H 0.937255 0.333054 -3.663433 0.102 0.084 -0.736
H 0.740297 -0.655611 -2.473769 0.038 0.318 -0.318
O 0.662266 0.317041 -2.752892 -0.074 -0.554 0.641
H 2.668408 -0.212743 -0.592069 0.186 -0.232 -0.221
H 2.102479 0.633150 -1.729217 -0.053 -0.578 -0.777
O 2.826841 0.588514 -1.103921 0.957 -0.127 0.809
H -1.782767 2.907564 2.000806 -0.842 1.337 -0.334
H -2.121643 4.331583 1.373459 0.247 -0.020 0.163
O -2.507302 3.503265 1.678619 0.772 -1.064 0.407
```
Forces are in eV/Å.

## Properties
- <S²> = 0.758
- 2S+1 = 2
- relative energy (zero: lowest compared OMol25 entry of this formula, charge and spin) (kcal per mole) = 0.0
- highest occupied orbital energy (spin up / spin down) (eV) = -14.31 / -14.31
- total charge = +1

2.
Formula: C3H28NO13
Source: OMol25
Level of theory: the ωB97M-V functional and the def2-TZVPD basis

```
45
Properties=species:S:1:pos:R:3:forces:R:3
C -0.548837 2.156054 -0.458669 2.269 0.281 -0.439
C -0.266341 0.811565 -1.084995 -0.027 -0.383 0.066
C -1.563410 0.022630 -1.259591 -0.041 -0.531 -0.326
O -2.525236 0.692190 -1.675430 -0.293 0.262 0.362
O -1.566014 -1.211310 -1.004998 0.005 0.495 -0.026
N 0.622628 2.774695 0.033121 -0.352 0.849 -1.838
H -1.061154 2.851436 -1.153739 -0.256 0.036 0.526
H -1.237999 2.059450 0.420301 -0.617 0.500 0.396
H 0.148606 0.966437 -2.083686 -0.201 0.006 -0.034
H 0.460388 0.227454 -0.535883 0.104 0.048 0.322
H 0.635780 3.805609 -0.006047 -0.134 -0.634 0.585
H 1.496162 2.389525 -0.325216 0.186 -0.281 0.742
H 1.533468 -0.652600 2.795256 0.003 0.033 -0.271
H 1.546277 0.879538 2.890549 0.751 0.830 -0.529
O 1.192746 0.105871 3.293348 -0.659 -0.646 0.789
H -1.384123 -1.238322 2.055824 -0.278 0.185 0.327
H -1.359893 -1.807781 0.636193 -0.360 -0.118 -0.214
O -1.184550 -2.049735 1.567526 -0.586 -0.363 -0.126
H 2.625367 1.067583 -1.464297 0.099 -0.285 -0.444
H 1.895744 1.628481 -2.720746 -0.305 0.171 -0.325
O 2.717526 1.243507 -2.426641 0.328 0.360 0.640
H -2.326056 1.288476 1.650274 -0.244 -0.386 0.464
H -2.681214 1.499691 0.155777 -1.224 -0.403 -0.153
O -2.826448 1.861954 1.046115 0.545 0.356 -0.287
H 0.581549 -3.261581 -1.564429 0.102 0.837 0.186
H -0.150965 -1.884035 -1.291892 -0.201 -0.180 -0.068
O 0.739998 -2.323127 -1.328865 0.112 -1.051 -0.287
H -1.864066 1.968461 -2.615528 -0.318 -0.186 -0.314
H -1.953001 2.576411 -4.023985 0.523 0.145 0.647
O -1.407630 2.601492 -3.211530 -0.366 0.090 -0.681
H 2.190616 -0.478406 0.532036 0.244 0.741 0.011
H 3.537972 -0.330201 -0.140126 0.444 0.008 -0.205
O 2.804693 0.212810 0.155953 -0.504 -0.288 0.331
H -1.466844 -4.537204 3.420683 -0.603 0.295 -0.301
H -1.983026 -3.414274 2.473898 -0.216 -0.785 0.517
O -2.287461 -4.153550 3.058513 0.769 0.337 -0.148
H 0.325534 -1.968958 1.426175 -0.480 0.156 0.677
H 1.209948 -1.969212 0.263965 0.389 -0.336 -0.239
O 1.222524 -1.655501 1.191305 1.152 -0.067 -0.385
H -0.474873 0.309764 3.010372 0.113 -0.076 0.050
H -1.824160 0.393043 3.744243 -0.208 -0.048 0.015
O -1.451517 0.328098 2.859205 0.184 0.178 0.159
H 2.149667 -1.790818 -2.408085 0.242 0.293 -0.321
H 2.883440 -0.511887 -2.911752 -0.100 -0.445 -0.066
O 2.874185 -1.483724 -2.984501 0.009 -0.003 0.215
```
Forces are in eV/Å.

## Properties
- <S²> = 0.755
- 2S+1 = 2
- highest occupied orbital energy (spin up / spin down) (eV) = -10.35 / -10.35

3.
Formula: C3H29NO12
Source: OMol25
Level of theory: the ωB97M-V functional and the def2-TZVPD basis

```
45
Properties=species:S:1:pos:R:3:forces:R:3
C 2.521582 0.048094 -2.112214 -1.192 0.543 -2.925
N 2.291551 0.035611 -0.706351 0.162 0.890 2.170
C 3.131538 0.841279 0.141771 0.686 1.134 0.754
C 1.145375 -0.397092 -0.126837 2.265 0.695 -1.677
O 0.270500 -0.792096 -0.826452 -3.073 -1.932 -2.134
H 2.694136 -1.002553 -2.555474 -0.211 1.734 0.626
H 3.323608 0.773378 -2.411069 -0.179 -1.140 0.761
H 1.648452 0.574729 -2.704437 1.088 -1.457 1.153
H 3.598360 1.687754 -0.410397 -0.771 -0.332 0.433
H 3.933945 0.304930 0.575083 1.137 -0.980 0.012
H 2.628306 1.157474 1.081772 -0.195 0.268 -0.989
H 0.988886 -0.446410 0.913568 0.748 0.496 1.679
O -0.743475 -0.829161 -4.533764 0.222 2.689 -3.996
H -1.550932 -0.844596 -4.110832 -2.216 -0.311 1.753
H -0.067458 -1.294343 -4.125604 1.598 -1.747 1.723
O -2.989282 0.583938 0.333299 -0.701 4.662 4.083
H -3.809331 1.044291 0.200263 -0.405 -0.294 -0.682
H -2.790793 -0.112334 -0.177902 0.671 -4.443 -3.585
O -0.738392 2.133256 -3.951964 1.522 -1.696 0.470
H -0.451773 1.464956 -4.635993 -0.705 0.827 0.821
H -0.287199 1.727692 -3.154100 -0.941 0.795 -1.191
O -1.155550 2.396341 0.685717 1.201 -0.123 1.198
H -1.521782 2.869646 -0.036471 -0.441 0.632 -1.130
H -1.623332 1.548159 0.680113 -0.726 0.006 -0.432
O 0.577611 -2.539190 -3.197062 3.667 1.800 -0.386
H 0.596718 -2.107557 -2.345548 -0.787 -0.129 0.731
H -0.067773 -3.155434 -3.360589 -2.505 -2.111 0.226
O 3.324100 -2.000112 1.499669 -0.624 1.529 1.812
H 3.715479 -2.455361 0.800134 0.683 -1.370 -1.727
H 2.452397 -2.353152 1.689995 -0.026 -0.186 0.090
O -1.072890 -0.573561 2.051819 0.272 2.606 0.154
H -0.837569 0.373066 1.717117 -0.506 -2.665 0.875
H -1.644313 -0.314309 2.843022 0.293 -0.085 -0.936
O -1.131477 3.057327 3.305044 2.763 0.595 3.299
H -0.137168 3.218085 3.380548 -2.029 -0.425 0.363
H -1.217454 3.110263 2.397902 -0.641 0.126 -3.728
O 1.106219 -1.238667 3.569153 -1.277 1.636 -0.472
H 0.200291 -0.992763 3.195952 1.133 -1.061 0.168
H 1.380557 -0.313017 3.727480 0.512 -0.797 0.226
O -2.204945 -1.834158 -0.492884 0.798 -0.377 1.290
H -1.229291 -1.818454 -0.254692 -1.337 0.384 -0.649
H -2.615766 -1.948441 0.390713 0.289 -0.125 -0.713
O -2.561648 0.823108 3.742509 -1.028 1.330 -0.995
H -2.190339 1.725945 3.509957 0.297 -1.049 0.878
H -3.396850 0.879195 3.226982 0.509 -0.539 0.600
```
Forces are in eV/Å.

## Properties
- relative energy (zero: lowest compared OMol25 entry of this formula, charge and spin) (kcal per mole) = 103.1
- highest occupied orbital energy (eV) = -9.75
- SMILES string = CN(C)C=O.O.O.O.O.O.O.O.O.O.O.O

4.
Formula: C3H2AgFO
Source: OMol25
Level of theory: the ωB97M-V functional and the def2-TZVPD basis

```
8
Properties=species:S:1:pos:R:3:forces:R:3
H 1.301280 -0.576249 -1.586423 0.258 -0.092 1.031
O 0.094701 -0.800957 0.516996 -0.317 0.782 0.241
C 1.210644 0.353976 -1.018468 -0.545 0.504 -1.151
C 0.020275 0.993096 -0.774501 0.826 0.774 0.911
C -0.682331 0.214374 0.237184 0.025 -2.222 -0.554
F 2.394552 1.004802 -0.950186 -0.048 0.161 -0.794
H -0.126024 2.068408 -0.882279 0.358 -0.122 0.233
Ag -2.115931 -1.100677 1.472177 -0.557 0.215 0.084
```
Forces are in eV/Å.

## Properties
- <S²> = 0.763
- 2S+1 = 2
- relative energy (zero: lowest compared OMol25 entry of this formula, charge and spin) (kcal per mole) = 31.8
- highest occupied orbital energy (spin up / spin down) (eV) = -1.20 / -2.77
- total charge = -1

5.
Formula: C3H2AgFO2
Source: OMol25
Level of theory: the ωB97M-V functional and the def2-TZVPD basis

```
9
Properties=species:S:1:pos:R:3:forces:R:3
O -1.660644 1.089978 -0.876776 -0.668 -0.494 1.449
C -0.472734 1.607142 -0.705800 0.222 0.814 -1.851
C -1.625806 -0.342935 -0.520098 -1.352 -0.035 0.529
O 0.399974 0.632264 -0.811318 0.549 -0.577 2.488
C -0.182237 -0.600157 -0.199516 1.260 0.260 -3.725
H -2.022489 -0.946291 -1.343225 0.414 0.077 0.042
H -2.307767 -0.449326 0.332765 0.235 0.078 -0.223
F 0.292886 -1.552320 -1.165250 -0.380 0.393 2.130
Ag 0.798250 0.692847 2.627797 -0.280 -0.515 -0.838
```
Forces are in eV/Å.

## Properties
- relative energy (zero: lowest compared OMol25 entry of this formula, charge and spin) (kcal per mole) = 54.7
- highest occupied orbital energy (spin up / spin down) (eV) = -7.56 / -9.17

6.
Formula: C3H2AgLiO3
Source: OMol25
Level of theory: the ωB97M-V functional and the def2-TZVPD basis

```
10
Properties=species:S:1:pos:R:3:forces:R:3
O -1.078135 1.091607 -1.550658 3.323 2.237 0.790
O 0.575336 0.322449 0.523483 -0.447 -0.562 -3.233
C 0.512417 -0.221810 1.733511 -0.634 -1.149 2.109
C 0.282237 -0.497745 -0.634151 0.812 0.358 1.027
O -0.007272 -1.332536 1.894645 0.281 0.964 -0.800
C -0.263540 0.011994 -1.753037 0.558 0.637 0.977
Ag 1.188437 1.108725 3.298138 -0.027 -0.246 -0.165
H 0.077417 -0.206053 -2.766870 -0.761 -0.710 0.165
H -0.312710 1.716144 -1.110838 -3.314 -1.307 -1.128
Li -0.974191 -1.992777 0.365778 0.207 -0.221 0.258
```
Forces are in eV/Å.

## Properties
- <S²> = 0.754
- 2S+1 = 2
- relative energy (zero: lowest compared OMol25 entry of this formula, charge and spin) (kcal per mole) = 49.2
- highest occupied orbital energy (spin up / spin down) (eV) = -13.19 / -13.31
- total charge = +1

7.
Formula: C3H2AgLiO3
Source: OMol25
Level of theory: the ωB97M-V functional and the def2-TZVPD basis

```
10
Properties=species:S:1:pos:R:3:forces:R:3
C 0.265791 2.261496 -0.021328 -1.345 -1.793 0.762
C 0.785717 1.029225 0.000024 2.400 3.064 -0.837
O 1.795966 0.383826 -0.042903 -1.400 -1.351 0.334
Li 1.831861 -1.595713 -0.103627 -0.051 0.372 -0.082
H 0.822692 3.067683 -0.499662 -0.025 -0.472 -0.011
H -0.724356 2.430157 0.402024 0.319 0.087 -0.289
O -2.020322 -1.073937 0.198068 1.490 0.444 -0.632
C -0.823044 -1.039636 -0.067008 -1.526 -0.877 0.977
Ag -1.935924 -3.467583 0.228081 -0.192 -0.051 0.057
O 0.001620 -1.995519 -0.093668 0.332 0.578 -0.280
```
Forces are in eV/Å.

## Properties
- <S²> = 0.762
- 2S+1 = 2
- relative energy (zero: lowest compared OMol25 entry of this formula, charge and spin) (kcal per mole) = 3.0
- highest occupied orbital energy (spin up / spin down) (eV) = -12.48 / -12.79
- total charge = +1

8.
Formula: C3H2AuFO
Source: OMol25
Level of theory: the ωB97M-V functional and the def2-TZVPD basis

```
8
Properties=species:S:1:pos:R:3:forces:R:3
H 0.626827 0.684722 -1.733251 -0.779 -0.385 0.197
O -1.005240 0.210616 -0.134792 -0.011 -0.623 1.015
C 0.716847 -0.142791 -1.021416 1.225 -0.366 -1.063
C 1.087769 0.044331 0.316276 -0.408 -1.068 2.089
C -0.196618 0.207813 0.936130 1.580 0.207 -3.861
F 1.006623 -1.295258 -1.682313 -0.222 1.436 0.800
H 1.964532 -0.355378 0.823919 -0.240 -0.071 -0.357
Au -1.709232 1.075172 1.889056 -1.145 0.869 1.178
```
Forces are in eV/Å.

## Properties
- <S²> = 2.022
- 2S+1 = 3
- relative energy (zero: lowest compared OMol25 entry of this formula, charge and spin) (kcal per mole) = 22.3
- highest occupied orbital energy (spin up / spin down) (eV) = -6.90 / -9.43

Max |F|, respectively: 4.81; 2.33; 6.24; 2.29; 3.94; 4.08; 3.98; 4.18 eV/Å.